No. 1
{"formula": "C3H10O3", "method": "ωB97M-V/def2-TZVPD", "elements": ["C", "C", "C", "O", "H", "H", "H", "H", "H", "H", "O", "H", "H", "O", "H", "H"], "xyz": [[-2.448, -0.321, -0.351], [-1.432, 0.355, 0.518], [-0.369, 0.953, -0.034], [0.575, 1.693, 0.604], [-2.720, -1.268, 0.130], [-2.034, -0.584, -1.322], [-3.388, 0.217, -0.479], [-1.495, 0.257, 1.596], [-0.446, 1.146, -1.108], [1.453, 1.351, 0.366], [1.271, -1.520, 0.372], [1.024, -2.286, 0.881], [0.551, -0.922, 0.140], [2.924, 0.550, -0.332], [3.805, 0.770, -0.602], [2.730, -0.391, -0.379]], "total_energy_ev": -9414.901, "total_charge": 0, "multiplicity": 1, "smiles": "C/C=C/O.O.O", "e_above_lowest_kcal_mol": 14.6, "homo_lumo_gap_ha": 0.3614}

No. 2
{"formula": "C6H6O", "method": "ωB97M-V/def2-TZVPD", "elements": ["O", "C", "C", "C", "C", "C", "C", "H", "H", "H", "H", "H", "H"], "xyz": [[2.058, 0.344, 0.906], [1.335, 0.428, -0.267], [0.125, -1.387, -0.809], [-0.969, -1.183, 0.084], [-1.818, -0.855, 0.878], [0.250, 1.364, -0.217], [-0.734, 2.055, -0.145], [1.457, 0.344, 1.667], [2.062, 0.678, -1.050], [0.612, -2.352, -0.589], [-0.252, -1.444, -1.853], [-2.686, -0.839, 1.492], [-1.442, 2.849, -0.099]], "total_energy_ev": -8360.324, "total_charge": 0, "multiplicity": 1, "e_above_lowest_kcal_mol": 142.6, "homo_lumo_gap_ha": 0.3344}